Below is a molecular structure, C2H5N3O3 at a distorted geometry, with properties calculated with wB97M-V/def2-TZVPD.

Max |F|: 0.072 Eh/bohr
Lowest unoccupied orbital energy: -0.946 eV
2S+1: 1
E_HOMO: -9.8449 eV
Frontier orbital gap: 8.90 eV
ΔE to the lowest compared entry with this formula, charge and spin: 688.5 kJ/mol

Positions of all 13 atoms, in Å:
1 O 2.855 1.141 1.553
2 O 1.695 1.589 -0.255
3 O -1.729 0.593 0.529
4 N -0.173 -0.464 -0.650
5 N 1.943 1.039 0.793
6 N -0.614 0.121 0.399
7 C -1.117 -0.787 -1.628
8 C 0.368 0.027 1.424
9 H -2.196 -0.558 -1.398
10 H -0.971 -0.358 -2.576
11 H 0.871 -0.959 1.279
12 H 0.083 0.475 2.341
13 H -1.014 -1.859 -1.811